The following is a DFT calculation (ωB97M-V/def2-TZVPD) of a molecular structure, C29H31CeN5O2SSi in a non-equilibrium geometry.

The geometry in XYZ format:
```
70
C29H31CeN5O2SSi, DFT ωB97M-V/def2-TZVPD
Ce -0.38169 -0.43699 0.54230
C 0.38542 3.80259 1.73953
C 0.91971 2.42636 2.01657
C 0.33132 1.58628 2.95926
C 0.87279 0.33713 3.23722
C 1.99938 -0.10389 2.55472
C 2.58712 0.72038 1.59859
C 2.04663 1.96731 1.33432
H -0.62025 3.93213 2.13832
H 0.36353 4.00806 0.66826
H 1.03204 4.55486 2.19671
H -0.55492 1.91508 3.48878
H 0.41413 -0.29007 3.98775
H 2.43959 -1.06305 2.79351
H 3.47232 0.39055 1.06866
H 2.49179 2.59472 0.57231
O -2.62063 -2.02145 0.81559
C -1.96802 -1.82777 1.83067
O -1.73117 -0.63976 2.29895
C -0.99281 -2.91379 2.26279
C -1.31193 -4.02336 3.06341
C -0.32434 -4.93592 3.28029
C 0.95565 -4.75685 2.69982
C 2.01370 -5.68504 2.89194
C 3.22869 -5.47744 2.31159
C 3.43945 -4.33268 1.50215
C 2.44033 -3.42606 1.30113
C 1.17532 -3.61891 1.90492
N 0.17811 -2.70000 1.70771
H -2.30287 -4.13516 3.48038
H -0.50753 -5.81056 3.89496
H 1.84232 -6.55962 3.50946
H 4.03824 -6.17855 2.46666
H 4.40641 -4.17428 1.04189
H 2.61161 -2.54929 0.68914
C 0.73244 3.41472 -4.06821
Si -0.27213 4.41574 -2.89261
C 0.80378 5.62985 -2.00812
C -1.58160 5.30327 -3.85031
C -1.17153 3.43932 -1.52862
C -2.26438 4.06780 -0.94093
C -2.99620 3.49825 0.10658
C -2.60588 2.26172 0.54205
N -1.54720 1.63170 0.00781
C -0.82512 2.17632 -0.99308
S 0.55829 1.22237 -1.53558
H 1.04494 4.08165 -4.87949
H 0.15663 2.59376 -4.50215
H 1.62050 2.98995 -3.60175
H 1.28013 6.31403 -2.71691
H 1.59902 5.12176 -1.45326
H 0.22385 6.23027 -1.30060
H -1.11924 5.85550 -4.67386
H -2.13874 6.02715 -3.25047
H -2.29544 4.59711 -4.28368
H -2.57471 5.04230 -1.30644
H -3.84640 3.99872 0.54895
H -3.12621 1.73686 1.33406
N -0.12351 -5.40527 -2.87937
C -0.68449 -4.20676 -2.56799
C -0.11390 -3.37349 -1.58898
N -0.66557 -2.21087 -1.31707
C -1.77115 -1.84247 -1.96131
C -2.32619 -2.67164 -2.90865
N -1.78824 -3.85256 -3.21426
H 0.69414 -5.74871 -2.41470
H -0.57606 -5.98693 -3.56099
H 0.77705 -3.65998 -1.04211
H -2.21916 -0.88752 -1.71460
H -3.22715 -2.37888 -3.43359
```

Output
- Multiplicity: 2
- Charge: +1
- Frontier orbital gap (spin up / spin down): 7.1810 / 7.1841 eV
- ⟨S²⟩: 0.75
- Relative energy (zero: lowest compared OMol25 entry of this formula, charge and spin): 41.6 kJ/mol
- F_max: 3.15 eV/Å
- LUMO energy (spin up / spin down): -3.17 / -3.16 eV
- Electronic energy: -73763.47208 eV



The following is a DFT calculation (ωB97M-V/def2-TZVPD) of 4 unconnected molecules or ions with the total composition C29H31F24O5PS2 in a non-equilibrium geometry.

The geometry in XYZ format:
```
92
C29H31F24O5PS2, DFT ωB97M-V/def2-TZVPD
C 0.37040 1.11647 4.93378
C 0.46776 2.43839 4.95804
C -0.12101 3.18317 3.80548
C 0.56441 3.60238 2.76003
C 2.05918 3.37711 2.65729
C 2.77478 4.34632 3.62752
C 2.19293 5.78925 3.66321
C -0.15933 4.34588 1.68406
O 0.47912 4.92819 0.89615
C -1.66304 4.37685 1.64879
P -2.40188 4.98048 0.06873
S -1.44994 4.47185 -1.54835
C -2.35743 3.98963 2.69806
C -3.87001 4.04776 2.74355
C -4.36780 4.75305 4.05681
C -4.99088 3.68570 4.99247
S -6.79611 3.73952 4.72257
C -1.59323 3.46884 3.89089
O -2.12751 3.24167 4.91066
H 0.61521 0.64449 3.98534
H 0.01539 0.52707 5.77195
H 0.92885 2.99697 5.76852
H 2.37786 3.55183 1.62685
H 2.28532 2.34288 2.92795
H 3.84813 4.39089 3.42886
H 2.69640 3.95427 4.64532
H 3.03853 6.48005 3.68322
H 1.61296 6.05279 2.77931
H 1.59784 5.89514 4.56960
H -3.69138 4.41014 -0.00536
H -2.55469 6.37900 0.22775
H -4.27482 3.03911 2.63944
H -4.24587 4.65126 1.92071
H -3.47610 5.17585 4.51837
H -5.08206 5.54974 3.84902
H -4.56387 2.71573 4.75022
H -4.71861 3.86770 6.03274
H -7.17184 2.47505 5.01352
F 1.25843 -0.64161 1.93284
C 0.75623 0.16405 0.96995
F -0.54169 0.39502 1.29161
C 0.84414 -0.47757 -0.41192
F 0.08260 -1.59918 -0.46423
F 0.29854 0.39733 -1.29644
C 2.25743 -0.80291 -0.92076
O 2.68277 -2.15017 -0.76281
C 3.24975 -2.53212 0.43508
F 3.48324 -1.46399 1.21881
F 4.45929 -3.06704 0.13639
C 2.41601 -3.59889 1.14648
F 1.17759 -3.13713 1.41614
F 2.99636 -3.92600 2.32369
H 1.28691 1.12052 0.99543
H 2.22367 -0.65587 -1.99404
H 3.00215 -0.09231 -0.56340
H 2.32637 -4.49552 0.52898
F -2.61816 -4.41976 -0.31349
C -2.95010 -3.12820 -0.08894
F -3.43976 -3.05682 1.17471
C -4.00116 -2.63653 -1.07974
F -5.15697 -3.32249 -0.92959
F -4.27852 -1.34029 -0.76168
C -3.58802 -2.65539 -2.55946
O -4.03156 -3.76218 -3.32587
C -3.27198 -4.91405 -3.30838
F -2.09628 -4.70612 -2.68404
F -2.98185 -5.20833 -4.59591
C -4.04007 -6.09092 -2.70830
F -4.40438 -5.82527 -1.43668
F -3.25241 -7.19222 -2.68691
H -2.04804 -2.51408 -0.13906
H -4.08268 -1.79917 -3.01637
H -2.52157 -2.46961 -2.69076
H -4.93852 -6.30370 -3.29151
F 2.95163 -2.37018 -3.91214
C 4.18722 -2.25419 -3.37776
F 4.21214 -1.08509 -2.68338
C 5.26882 -2.23669 -4.45383
F 5.13185 -1.15257 -5.24882
F 6.46582 -2.09889 -3.81637
C 5.36847 -3.49756 -5.32579
O 4.73729 -3.44049 -6.59188
C 3.39088 -3.74168 -6.66327
F 2.94671 -4.23608 -5.49089
F 3.26198 -4.72966 -7.57566
C 2.56489 -2.54391 -7.13087
F 2.70564 -1.50585 -6.27890
F 1.25344 -2.87345 -7.16146
H 4.34450 -3.07105 -2.66966
H 6.42611 -3.61343 -5.55936
H 5.09918 -4.40004 -4.77618
H 2.87804 -2.22321 -8.12669
```

Output
- Frontier orbital gap: 7.1872 eV
- SMILES: C=CC1=C(CCC)C(=O)C([PH2]=S)=C(CCCS)C1=O.FC(F)C(F)(F)COC(F)(F)C(F)F.FC(F)C(F)(F)COC(F)(F)C(F)F.FC(F)C(F)(F)COC(F)(F)C(F)F
- F_max: 3.95 eV/Å
- LUMO energy: -1.34 eV
- Electronic energy: -136988.77016 eV



The following is a DFT calculation (ωB97M-V/def2-TZVPD) of a molecular structure, C29H31LuN7O6 in a non-equilibrium geometry.

The geometry in XYZ format:
```
74
C29H31LuN7O6, DFT ωB97M-V/def2-TZVPD
Lu -0.65067 -0.60695 -0.65598
N -1.16480 -1.67242 1.49234
C 0.19207 -1.74242 2.09635
C 1.07153 -2.38977 1.01246
O 1.38059 -3.55936 1.13411
N 1.27690 -1.58032 -0.07303
C 1.57633 -2.39770 -1.30313
C 0.18246 -2.32001 -1.93228
O -0.04766 -1.27932 -2.64487
O -0.80076 -2.80233 -1.29810
H -1.84089 -1.30289 2.15406
H -1.44884 -2.62388 1.25544
H 0.27148 -2.38016 2.97757
H 0.51539 -0.72506 2.33288
H 1.89324 -3.40473 -1.04104
H 2.30057 -1.89582 -1.94079
O -6.70619 2.57085 -2.32404
C -6.48928 1.28594 -2.85865
C -5.27073 0.69183 -2.21146
C -4.62390 -0.39450 -2.79082
C -3.49964 -0.91133 -2.17510
N -2.99302 -0.39450 -1.05167
C -3.62064 0.64586 -0.48141
C -4.76088 1.21240 -1.02588
C -2.95754 1.23257 0.72026
C -3.70317 1.77612 1.75472
C -3.02829 2.36346 2.81897
C -3.77876 2.94778 3.99188
O -5.15026 3.12365 3.73481
C -1.63596 2.37642 2.78868
C -0.97408 1.78382 1.72970
N -1.61833 1.20753 0.70986
H -7.47199 2.96776 -2.74990
H -6.33790 1.31439 -3.94394
H -7.34037 0.62195 -2.65621
H -4.96679 -0.83098 -3.71767
H -2.95685 -1.75456 -2.58835
H -5.22709 2.07381 -0.57358
H -4.78252 1.74667 1.74427
H -3.29514 3.87792 4.30791
H -3.70130 2.25116 4.83257
H -5.28964 3.98081 3.31962
H -1.06591 2.83804 3.58266
H 0.10838 1.77381 1.68653
C -0.22023 -3.95193 -6.78955
C -0.63385 -2.51112 -6.78152
C -1.17209 -1.91517 -5.65266
C -1.53466 -0.57450 -5.62332
C -1.35620 0.21022 -6.75083
N -1.68596 1.58364 -6.84066
C -2.31551 2.40776 -5.93615
O -3.08063 3.27730 -6.27990
N -2.06904 2.18330 -4.57648
C -0.84684 1.89284 -3.95413
C 0.38467 1.73351 -4.58413
C 1.49779 1.44569 -3.81247
C 1.36390 1.27957 -2.44291
N 0.18425 1.41317 -1.83251
C -0.87938 1.73236 -2.57258
C -0.82072 -0.37545 -7.90006
C -0.47205 -1.71023 -7.91125
H -0.67897 -4.49961 -5.96738
H 0.86208 -4.05142 -6.69028
H -0.50750 -4.44013 -7.72038
H -1.31158 -2.50558 -4.75554
H -1.96566 -0.16835 -4.71961
H -1.84305 1.91577 -7.78251
H -2.68742 2.76172 -4.02315
H 0.47681 1.83914 -5.65367
H 2.46608 1.33360 -4.27678
H 2.20101 1.00711 -1.81247
H -1.81114 1.87162 -2.02986
H -0.68530 0.22370 -8.79080
H -0.06745 -2.13647 -8.81963
```

Output
- Charge: +1
- Frontier orbital gap: 7.1286 eV
- Relative energy (zero: lowest compared OMol25 entry of this formula, charge and spin): 42.7 kJ/mol
- F_max: 2.00 eV/Å
- LUMO energy: -3.42 eV
- Electronic energy: -86912.42667 eV